--- 1 ---
This record from the Open Molecules 2025 dataset describes a cluster of 2 separate species, C2H3ClSi in total. The level of theory is the ωB97M-V functional and the def2-TZVPD basis.

Output
lowest unoccupied orbital energy: -0.46 eV
HOMO: -0.3253 Ha
molecular weight: 90.58 g mol⁻¹

Element x y z (Å)
Cl (1.92153, 0.54758, -1.77262)
Si (-1.00184, -0.34646, -0.09437)
C (0.76880, 0.16166, -0.68098)
C (0.53637, 0.30573, 0.61300)
H (-1.46015, -1.81247, 0.23979)
H (-1.99403, 0.51545, -0.62774)
H (1.22931, 0.62851, 2.32293)


--- 2 ---
This record from the Open Molecules 2025 dataset describes a cluster of 2 separate species, C2H3ClSi in total. The level of theory is the ωB97M-V functional and the def2-TZVPD basis.

Output
lowest unoccupied orbital energy: -1.11 eV
HOMO: -0.3323 Ha
molecular weight: 90.58 g mol⁻¹

Element x y z (Å)
Cl (-0.36638, 2.51050, -0.50553)
Si (-2.07479, -1.83967, 0.27048)
C (0.86195, 1.40658, -0.53014)
C (1.87375, 0.74200, -0.37612)
H (-1.40154, -0.49510, 0.11647)
H (-1.17274, -2.10345, 1.53962)
H (2.27976, -0.22086, -0.51478)


What should be chosen as the most stable of them? Choose 2.


--- 1 ---
This record from the Open Molecules 2025 dataset describes an isolated molecule of C5H9F. The level of theory is the ωB97M-V functional and the def2-TZVPD basis.

Output
lowest unoccupied orbital energy (spin up / spin down): 0.56 / 0.60 eV
HOMO (spin up / spin down): -0.2913 / -0.2880 Ha
molecular weight: 88.12 g mol⁻¹

Element x y z (Å)
F (1.33115, -1.29772, 0.89315)
C (-2.07422, -0.92891, -0.32462)
C (2.33698, 0.54393, -0.16158)
C (1.16391, 0.02182, 0.84362)
C (-1.13284, 0.21820, -0.59745)
C (-0.30269, 0.60907, 0.67161)
H (2.62193, 1.51787, 0.09817)
H (1.90173, 0.55637, -1.15027)
H (-2.95811, -0.53181, 0.11189)
H (-0.89008, 0.22320, 1.51162)
H (-0.11499, 1.64707, 0.80087)
H (-0.89928, 0.53393, -1.61171)
H (3.03155, -0.17313, -0.17069)
H (-1.60428, -1.61047, 0.31089)
H (-2.41075, -1.32941, -1.22551)


--- 2 ---
This record from the Open Molecules 2025 dataset describes a structure of composition C5H9F. The level of theory is the ωB97M-V functional and the def2-TZVPD basis.

Output
lowest unoccupied orbital energy: 1.04 eV
HOMO: -0.3534 Ha
molecular weight: 88.12 g mol⁻¹

Element x y z (Å)
F (-0.63270, 1.44622, -0.73614)
C (-2.11348, -0.41714, -0.30801)
C (-0.11474, 0.91030, 0.45227)
C (1.31786, 0.53119, 0.34897)
C (1.44285, -0.71143, -0.64184)
C (-1.07570, -0.21590, 0.56073)
H (1.00975, -1.59301, -0.09910)
H (0.43194, -0.47447, -1.57030)
H (-1.17542, -0.91431, 1.52602)
H (-0.28242, 1.58746, 1.28704)
H (1.67573, -0.01855, 1.35302)
H (-2.55018, -1.22155, 0.01788)
H (1.94407, 1.47170, 0.17316)
H (2.60093, -0.69238, -1.22671)
H (-2.47849, 0.31187, -1.13698)


What should be chosen as the most stable of them? Choose 2.